(1)
{
  "formula": "C28H52BF2IN3O11P2S2Si",
  "method": "the ωB97M-V functional and the def2-TZVPD basis",
  "species": ["C", "C", "O", "B", "O", "N", "C", "C", "O", "C", "O", "C", "C", "O", "C", "O", "P", "S", "C", "C", "F", "F", "C", "C", "Si", "C", "C", "C", "C", "C", "C", "C", "C", "S", "C", "O", "O", "C", "I", "P", "O", "H", "H", "H", "H", "H", "H", "H", "H", "H", "H", "H", "H", "H", "H", "H", "H", "H", "H", "H", "H", "H", "H", "H", "H", "H", "H", "H", "H", "H", "H", "H", "H", "H", "H", "H", "H", "H", "H", "C", "C", "O", "N", "C", "H", "H", "H", "H", "H", "H", "H", "C", "C", "O", "N", "C", "H", "H", "H", "H", "H", "H", "H"],
  "positions_angstrom": [[-2.2101, 5.9503, 1.3888], [-3.5450, 5.8015, 2.3856], [-3.1983, 4.7515, 3.3544], [-3.9490, 3.5021, 3.1313], [-5.4034, 3.5326, 3.5211], [-3.4235, 2.2149, 2.5260], [-3.6691, 2.0528, 1.1861], [-4.4569, 3.0523, 0.1036], [-5.8921, 2.8689, 0.3666], [-6.7278, 3.1861, -0.7988], [-7.6670, 2.0372, -0.9941], [-8.4682, 2.2128, -2.2152], [-8.2378, 1.0098, -3.3438], [-8.6746, 1.4123, -4.7089], [-3.0010, 0.5623, 0.8196], [-2.5800, 0.7892, -0.5656], [-4.5691, -0.4833, 0.5767], [-5.1377, -0.1691, -1.3024], [-1.8902, 0.1987, 1.9916], [-1.5020, -1.3873, 2.2573], [-0.6542, -1.5858, 3.4933], [-2.7057, -2.2556, 2.5438], [-0.8148, -2.1164, 0.9170], [0.7546, -2.5589, 1.1623], [1.3060, -3.4612, -0.4921], [1.3703, -2.2872, -2.0180], [3.1222, -4.0807, -0.1685], [0.2570, -5.0259, -0.8948], [-0.5046, -5.2038, -2.3729], [-1.4153, -6.5117, -2.7797], [-1.6470, -7.7534, -1.7302], [-0.8872, -7.6358, -0.2575], [0.0398, -6.3123, 0.1455], [-0.3097, 1.1601, 1.5869], [1.1185, 0.8953, 2.7674], [-0.5415, 2.7166, 1.5258], [0.3041, 0.7976, 0.1793], [-2.7034, 1.0202, 3.1881], [-1.6402, 1.9932, 4.8164], [-4.1492, 0.1948, 4.1142], [-4.2903, 1.0006, 5.5064], [-2.4073, 5.4957, 0.3172], [-1.3383, 5.2808, 1.8542], [-1.8097, 7.0518, 1.3360], [-3.6154, 6.8387, 2.9484], [-4.5385, 5.6217, 1.7940], [-5.4798, 4.0523, 4.3956], [-4.1433, 4.1753, 0.2024], [-4.2364, 2.7496, -1.0254], [-6.1473, 3.4832, -1.7693], [-7.4127, 4.1139, -0.5153], [-8.2632, 3.2743, -2.7136], [-9.6232, 2.1536, -1.9340], [-7.0981, 0.6978, -3.3958], [-8.8424, 0.0378, -3.0453], [-7.8850, 1.3500, -5.3455], [-2.0562, 1.6404, -0.6750], [-4.3969, -1.9099, 0.6672], [-5.7224, -0.0501, 1.3629], [-0.9710, -1.4612, -0.0687], [-1.3935, -3.1343, 0.6815], [0.7203, -3.4327, 1.9725], [1.4707, -1.6809, 1.4515], [0.3506, -1.7175, -2.2342], [2.2089, -1.4888, -1.8257], [1.6776, -2.8789, -3.0058], [3.1115, -4.6235, 0.8739], [3.8269, -3.1413, -0.0858], [3.5281, -4.8109, -0.9957], [-0.3871, -4.3321, -3.1514], [-1.9261, -6.5680, -3.8315], [-2.3046, -8.6948, -2.0434], [-1.0652, -8.5479, 0.4913], [0.5808, -6.2600, 1.1968], [1.6099, 1.9633, 2.9771], [2.0033, 0.2371, 2.3355], [0.8322, 0.4689, 3.8189], [-5.4399, 0.3133, 3.4863], [-3.8803, -1.1857, 4.5402], [8.0621, -1.4667, -1.5539], [6.8893, -2.0247, -0.7942], [5.7256, -1.8044, -1.1281], [7.1529, -2.7981, 0.2982], [8.4450, -3.1590, 0.8324], [7.7093, -0.8713, -2.3980], [8.6559, -0.8230, -0.8986], [8.6776, -2.2847, -1.9388], [6.3224, -3.1435, 0.7661], [8.5243, -4.2484, 0.8266], [8.5027, -2.7952, 1.8607], [9.2656, -2.7344, 0.2529], [9.2742, 3.0889, -0.9102], [9.5040, 2.3220, -2.1842], [10.3298, 1.4132, -2.2638], [8.7581, 2.6660, -3.2733], [7.7513, 3.6972, -3.3630], [9.9327, 2.7125, -0.1254], [9.4944, 4.1482, -1.0703], [8.2378, 2.9636, -0.5839], [8.9593, 2.1134, -4.0993], [6.8078, 3.2287, -3.6518], [8.0572, 4.4064, -4.1354], [7.6168, 4.2274, -2.4194]],
  "mulliken_charge": [-0.5966, -0.3010, -0.3796, 0.4119, -0.5405, 1.2292, -1.1119, -0.9006, -0.2158, -0.3800, -0.2404, -0.4556, -0.0225, -0.5325, 0.2224, -0.4790, 0.0144, -0.3103, 1.3898, 0.5632, -0.3279, -0.3396, -0.9627, 0.4976, -0.0048, -0.9029, -0.6950, 0.5106, -0.2956, -0.3791, -0.3602, -0.4082, -0.2348, 1.2769, -1.0417, -0.5380, -0.5526, -1.2519, 0.2511, 0.6725, -0.6523, 0.1985, 0.0877, 0.3415, 0.3746, 0.2393, 0.3259, -0.0401, 0.5429, 0.3486, 0.2707, 0.2979, 0.2592, 0.0768, 0.1985, 0.3336, 0.4780, 0.2169, 0.1128, 0.2580, 0.5298, 0.3155, -0.4346, 0.2484, 0.2721, 0.3048, 0.2876, 0.0395, 0.3328, 0.1937, 0.2877, 0.2845, 0.2662, 0.2099, 0.3955, 0.3332, 0.2979, 0.0854, 0.1717, -1.4253, 0.8846, -0.5954, -0.0980, -0.8711, 0.2562, 0.3920, 0.3676, 0.1958, 0.2901, 0.2855, 0.3424, -1.3116, 0.8050, -0.6482, -0.1663, -0.8173, 0.2943, 0.4094, 0.3338, 0.2352, 0.2762, 0.2825, 0.3137],
  "charge": 1,
  "homo_energy_ev": -10.18,
  "e_tot_ev": -119184.931,
  "e_lumo_ha": -0.190,
  "spin_multiplicity": 1,
  "orbital_gap_ha": 0.184
}

=====

(2)
{
  "formula": "C28H52F12O20S4",
  "method": "the ωB97M-V functional and the def2-TZVPD basis",
  "species": ["O", "S", "O", "O", "C", "C", "C", "H", "H", "H", "H", "H", "H", "H", "H", "O", "S", "O", "O", "C", "C", "C", "H", "H", "H", "H", "H", "H", "H", "H", "O", "S", "O", "O", "C", "C", "C", "H", "H", "H", "H", "H", "H", "H", "H", "O", "S", "O", "O", "C", "C", "C", "H", "H", "H", "H", "H", "H", "H", "H", "C", "C", "O", "C", "O", "C", "F", "F", "F", "H", "H", "H", "H", "H", "C", "C", "O", "C", "O", "C", "F", "F", "F", "H", "H", "H", "H", "H", "C", "C", "O", "C", "O", "C", "F", "F", "F", "H", "H", "H", "H", "H", "C", "C", "O", "C", "O", "C", "F", "F", "F", "H", "H", "H", "H", "H"],
  "positions_angstrom": [[0.4463, 1.0860, -1.2909], [-0.1384, 0.1191, -0.3249], [-0.2497, -1.2914, -0.6947], [0.6513, 0.3584, 1.1770], [1.0567, 1.6231, 1.4836], [0.9407, 1.8941, 2.9695], [-1.7659, 0.7553, 0.2237], [0.4159, 2.3887, 1.0462], [2.0875, 1.7344, 1.1472], [1.3423, 2.8749, 3.2241], [1.4446, 1.1011, 3.5222], [-0.1217, 1.8650, 3.2113], [-1.6714, 1.7957, 0.5346], [-2.1418, 0.1725, 1.0646], [-2.3518, 0.5631, -0.6751], [3.4154, 2.5167, -3.3847], [3.7741, 1.1789, -3.8274], [4.9335, 1.0227, -4.7739], [4.1490, 0.1547, -2.5609], [3.2570, 0.1945, -1.4348], [3.8933, -0.6275, -0.4320], [2.2952, 0.3587, -4.4708], [2.3557, -0.2971, -1.8009], [3.1227, 1.2180, -1.0848], [4.2043, -1.6362, -0.7039], [3.1877, -0.7183, 0.3939], [4.7611, -0.1878, 0.0595], [1.5458, 0.5584, -3.7049], [2.4306, -0.7201, -4.5480], [1.9789, 0.7392, -5.4420], [1.6658, -5.4289, 2.0311], [2.3927, -5.3785, 0.7884], [3.8829, -5.4433, 0.8274], [1.7746, -6.5424, -0.2066], [2.4517, -6.9404, -1.4233], [1.4611, -7.3154, -2.5159], [1.7976, -3.9292, -0.2099], [3.1006, -7.8062, -1.2916], [3.0621, -6.0902, -1.7279], [1.9795, -7.7877, -3.3503], [0.9265, -6.4201, -2.8332], [0.6521, -7.9620, -2.1757], [2.1350, -3.0971, 0.4081], [0.7155, -3.8120, -0.2683], [2.2648, -3.9636, -1.1940], [-3.9671, -3.2193, 0.8900], [-3.6455, -2.4219, 2.0587], [-2.2529, -1.9146, 2.1359], [-4.7675, -1.1378, 2.2013], [-6.0367, -1.3897, 1.6184], [-6.8560, -0.1217, 1.6864], [-4.1783, -3.2233, 3.6766], [-6.4871, -2.2237, 2.1566], [-5.9990, -1.6343, 0.5569], [-6.7952, 0.2425, 2.7120], [-7.8909, -0.1933, 1.3517], [-6.3753, 0.6193, 1.0477], [-4.1009, -2.4153, 4.4041], [-3.5184, -4.0395, 3.9708], [-5.1971, -3.5423, 3.4566], [0.3934, -2.5583, -5.7344], [-0.2277, -2.7882, -4.3928], [-1.5806, -2.3717, -4.3327], [-1.8002, -1.1150, -4.0572], [-0.8868, -0.2747, -4.0855], [-3.2673, -0.7735, -3.9333], [-3.4235, 0.4562, -4.4506], [-4.1092, -1.6466, -4.5784], [-3.6320, -0.8478, -2.6543], [1.4623, -2.7559, -5.6537], [0.2416, -1.5017, -5.9547], [-0.0512, -3.2162, -6.4811], [0.4347, -2.4014, -3.6184], [-0.3946, -3.8621, -4.3095], [-2.1520, 3.3861, -2.5710], [-3.2699, 3.6604, -1.5267], [-2.5928, 4.1213, -0.3459], [-3.2876, 4.2847, 0.7824], [-4.4410, 3.8470, 0.9048], [-2.5523, 4.9469, 1.9966], [-2.2482, 6.2794, 1.6510], [-3.3400, 5.0169, 3.0702], [-1.4119, 4.3244, 2.2514], [-1.4436, 2.7310, -2.0640], [-1.7024, 4.3213, -2.9046], [-2.6179, 2.8298, -3.3844], [-3.8415, 2.7384, -1.4211], [-3.9827, 4.3468, -1.9838], [1.5293, 4.3077, -1.4642], [0.6259, 5.0835, -0.4768], [1.1641, 5.3305, 0.8090], [1.3000, 6.5492, 1.3646], [1.1415, 7.5981, 0.6900], [1.6433, 6.4855, 2.8031], [0.6165, 6.0418, 3.5071], [2.7709, 5.7630, 2.9480], [1.9522, 7.6427, 3.2739], [2.4384, 4.8138, -1.7893], [0.8709, 3.9954, -2.2747], [1.8258, 3.3538, -1.0282], [-0.2820, 4.5194, -0.2632], [0.4142, 6.0431, -0.9485], [0.6131, -1.5787, 4.1474], [1.7898, -2.1794, 5.0087], [2.8484, -1.2731, 5.2465], [3.6152, -0.8055, 4.2042], [3.4602, -1.1694, 2.9918], [4.5867, 0.2760, 4.6783], [4.5064, 0.5181, 5.9813], [5.7948, -0.1558, 4.2762], [4.3779, 1.4275, 3.9833], [0.8451, -1.3218, 3.1138], [0.2027, -0.6800, 4.6078], [-0.0421, -2.4491, 4.1830], [2.2209, -3.0615, 4.5352], [1.4513, -2.5153, 5.9888]],
  "mulliken_charge": [-0.0831, 0.3357, -0.3735, 0.0578, 1.2943, -1.0563, 0.0082, -0.6172, 0.1219, 0.2670, -0.2248, 0.3051, -0.4693, 0.0478, 0.2446, -0.5672, 1.1246, -0.6656, -0.5210, 1.4623, -1.4252, -0.6145, -0.3687, -0.0172, 0.4199, 0.0704, 0.4065, -0.0674, 0.2891, 0.5085, -0.5906, 1.1933, -0.6246, -0.3580, -0.1511, -0.9513, -0.5410, 0.3204, 0.2905, 0.3655, 0.0876, 0.3013, -0.0771, 0.3732, 0.3511, -0.6151, 0.8889, -0.3044, -0.2308, -0.1055, -1.1703, -1.0093, 0.3091, 0.2735, 0.3034, 0.3790, 0.2209, 0.3059, 0.4114, 0.3616, -1.1748, 0.3252, -0.3357, 0.4007, -0.4862, 0.8312, -0.2319, -0.2699, -0.2229, 0.3536, 0.2599, 0.3745, -0.0708, 0.2901, -0.5016, -0.4509, -0.1243, 0.3009, -0.6036, 0.8519, -0.2757, -0.2559, -0.1133, -0.2459, 0.3576, 0.4030, 0.2381, 0.4600, -0.9000, 0.5279, -0.1579, 0.3608, -0.6132, 0.9201, -0.2117, -0.2692, -0.2666, 0.5646, 0.2085, -0.1476, -0.6237, 0.5871, -0.3803, -0.5451, -0.2926, 0.3961, -0.5273, 0.8242, -0.2255, -0.2414, -0.2119, -0.0939, 0.2939, 0.3524, 0.3265, 0.3621],
  "homo_energy_ev": -10.82,
  "e_tot_ev": -146776.145,
  "e_lumo_ha": 0.000,
  "spin_multiplicity": 1,
  "smiles": "CCOC(=O)C(F)(F)F.CCOC(=O)C(F)(F)F.CCOC(=O)C(F)(F)F.CCOC(=O)C(F)(F)F.CCOS(C)(=O)=O.CCOS(C)(=O)=O.CCOS(C)(=O)=O.CCOS(C)(=O)=O",
  "orbital_gap_ha": 0.397
}